No. 1
# C21H22BF6MoN16PS2

C21H22BF6MoN16PS2 as an isolated structure (wB97M-V/def2-TZVPD, OMol25).

Structure (XYZ):
```
70
Properties=species:S:1:pos:R:3
Mo -0.4065 0.1882 0.9144
C 1.4138 -4.5688 -1.9794
N 2.3968 -3.5384 -1.7956
C 3.6854 -3.7059 -1.4077
C 4.2779 -2.4723 -1.4259
N 3.3545 -1.5560 -1.7950
B 3.6528 -0.0807 -2.1554
N 3.7149 0.7998 -0.8666
C 4.4686 1.9274 -0.7915
C 4.2698 2.5078 0.4244
N 3.3947 1.7179 1.1053
C 2.9520 1.9052 2.4617
C 3.0480 0.6994 0.2834
S 1.9983 -0.5827 0.7797
C 2.1965 -2.2124 -2.0080
S 0.7215 -1.5245 -2.4781
H 1.9039 -5.5237 -2.1576
H 0.7812 -4.3147 -2.8296
H 0.7708 -4.6545 -1.1020
H 4.0905 -4.6689 -1.1741
H 5.2940 -2.1968 -1.2272
H 2.7800 0.3385 -2.8408
H 4.7137 -0.0311 -2.6760
H 5.1076 2.2218 -1.5964
H 4.6809 3.4035 0.8421
H 3.5691 2.6753 2.9200
H 3.0446 0.9709 3.0193
H 1.9008 2.2075 2.5054
C -3.4376 0.6796 5.4119
C -3.6176 0.0914 4.1686
C -2.7878 0.4204 3.1157
C -1.7792 1.3763 3.2881
C -1.6091 1.9793 4.5369
C -2.4291 1.6158 5.5884
N -0.9522 1.6587 2.2010
N -0.6157 2.8912 2.0564
C 0.0383 3.1088 0.9107
C 0.2915 4.3976 0.4159
C 0.8268 4.5304 -0.8420
C 1.1321 3.3771 -1.5725
C 0.8831 2.1463 -1.0152
N 0.3468 1.9878 0.2037
H -4.0793 0.3981 6.2329
H -4.4059 -0.6275 4.0129
H -2.9590 -0.0281 2.1417
H -0.8048 2.6843 4.6787
H -2.2734 2.0601 6.5573
H -0.0023 5.2430 1.0115
H 0.9991 5.5041 -1.2709
H 1.5280 3.4287 -2.5731
H 1.0728 1.2409 -1.5803
N -1.4356 -2.6848 2.7231
C -1.3574 -2.7587 1.3688
N -1.5402 -3.8352 0.6196
N -1.2224 -3.4729 -0.6011
N -0.8878 -2.2475 -0.6348
N -0.9473 -1.7151 0.5962
C -0.6460 -1.7713 3.3616
N -0.2346 -1.7962 4.6164
N 0.5348 -0.7443 4.7552
N 0.6151 -0.0780 3.6693
N -0.1270 -0.6856 2.7295
H -1.7354 -3.5055 3.2310
F -1.1723 0.4701 -1.1965
P -2.8275 1.0625 -1.2934
F -4.3044 1.5677 -1.2553
F -2.2747 2.2052 -2.2473
F -3.0338 0.0265 -2.4560
F -3.0868 -0.1024 -0.1508
F -2.4226 2.0254 -0.0003
```

- HOMO level (spin up / spin down): -11.244 / -11.601 eV
- LUMO level (spin up / spin down): -5.999 / -5.988 eV
- Total charge: +1
- Multiplicity: 2

No. 2
# C21H22Cl2N4

A 5-piece molecular cluster, C21H22Cl2N4 overall (wB97M-V/def2-TZVPD, OMol25).

Structure (XYZ):
```
49
Properties=species:S:1:pos:R:3
N -2.7215 4.6677 -1.9677
C -2.9123 5.8439 -2.4850
C -1.9684 6.3540 -3.4225
C -0.7708 5.5911 -3.6331
C -0.5462 4.3728 -2.9171
C -1.5621 3.9586 -2.1155
H -3.8201 6.3600 -2.2095
H -2.2204 7.2930 -3.8927
H 0.0028 5.9794 -4.2790
H 0.3413 3.7635 -3.0042
H -1.4392 2.9970 -1.6394
N -0.5969 0.0924 0.8538
C -0.6778 0.3744 2.2111
C -0.2539 1.5842 2.7892
C 0.2283 2.5871 1.8925
C 0.4614 2.2476 0.5427
C 0.0164 1.0417 0.0588
H -1.1598 -0.3559 2.8442
H -0.3047 1.9716 3.7961
H 0.6433 3.5286 2.2207
H 0.8327 2.9598 -0.1792
H 0.1163 0.7519 -0.9768
N -2.1274 -2.6784 -2.0855
C -1.3350 -3.1915 -3.1084
C -0.7338 -2.3840 -4.0949
C -0.9407 -0.9958 -4.0700
C -1.6905 -0.4581 -3.0665
C -2.2703 -1.3059 -2.0824
H -1.2578 -4.2684 -3.1327
H -0.0563 -2.8081 -4.8212
H -0.4311 -0.4513 -4.8511
H -1.8796 0.5961 -2.9273
H -2.8165 -0.9449 -1.2235
N 1.7908 -3.2243 4.6536
C 2.1348 -2.2913 3.7288
C 3.4004 -2.2915 3.0542
C 4.2498 -3.3841 3.3404
C 4.0254 -4.2342 4.3927
C 2.7377 -4.1454 5.0376
H 1.3162 -1.6621 3.4119
H 3.5644 -1.6664 2.1889
H 5.1813 -3.4584 2.7989
H 4.7727 -4.9610 4.6749
H 2.4114 -4.9717 5.6518
C -0.2869 -3.6806 1.6622
Cl -1.8588 -4.0507 2.4382
Cl 0.0786 -4.7717 0.2381
H -0.1539 -2.6698 1.2765
H 0.4863 -3.6111 2.4273
```

- HOMO level (spin up / spin down): -11.449 / -11.447 eV
- LUMO level (spin up / spin down): -4.672 / -8.998 eV
- Total charge: +1
- Multiplicity: 2

No. 3
# C21H22ClN2O2

An isolated ion of composition C21H22ClN2O2 and charge +1 (wB97M-V/def2-TZVPD, OMol25).

Structure (XYZ):
```
48
Properties=species:S:1:pos:R:3
C -2.0515 -0.0510 -3.1143
O -1.0655 0.9533 -3.1190
C -0.7544 1.5782 -1.9669
C -1.2767 1.2657 -0.7195
C -0.8431 1.9370 0.4210
C -1.2987 1.4798 1.7801
N -0.6816 0.1683 2.1211
C -1.4458 -1.0573 1.8129
C -1.5328 -1.8469 3.1048
C -2.1080 -3.0994 3.2201
C -2.1205 -3.6943 4.4751
C -1.5661 -3.0206 5.5535
C -1.0148 -1.7674 5.3381
N -1.0031 -1.2040 4.1412
C 0.0686 2.9729 0.3077
C 0.5938 3.2998 -0.9326
C 0.2274 2.5905 -2.0616
O 0.8349 2.8006 -3.2737
C 2.1309 2.2019 -3.3665
C 2.0549 0.7659 -2.9167
C 1.7404 -0.2576 -3.8003
C 1.4911 -1.5370 -3.3337
C 1.5064 -1.8091 -1.9749
C 1.8175 -0.7800 -1.1063
Cl 1.8102 -1.0740 0.6088
C 2.1209 0.4901 -1.5544
H -3.0118 0.3292 -2.7541
H -2.1568 -0.3612 -4.1518
H -1.7418 -0.9115 -2.5109
H -2.0109 0.4815 -0.6272
H -2.3841 1.3775 1.8301
H -0.9883 2.2074 2.5316
H 0.2518 0.0973 1.6776
H -0.5720 0.0168 3.1922
H -0.9467 -1.6409 1.0371
H -2.4516 -0.8081 1.4682
H -2.5311 -3.5957 2.3617
H -2.5576 -4.6716 4.6066
H -1.5604 -3.4564 6.5385
H -0.5677 -1.1925 6.1363
H 0.3851 3.5188 1.1827
H 1.3212 4.0910 -1.0267
H 2.4046 2.2859 -4.4184
H 2.8502 2.7609 -2.7529
H 1.6779 -0.0469 -4.8561
H 1.2587 -2.3296 -4.0274
H 1.2822 -2.7977 -1.6046
H 2.3834 1.2640 -0.8495
```

- HOMO level: -11.204 eV
- LUMO level: -2.452 eV
- Total charge: +1
- SMILES: COc1cc(C[NH2+]Cc2ccccn2)ccc1OCc1cccc(Cl)c1

Short version: relative energy (zero: lowest compared OMol25 entry of this formula, charge and spin) = 0.00; 21.17; 1.30 kcal per mole, in the order given.
Short version: E = -3519.482933; -1952.384118; -1533.380669 hartree, in the order given.
Short version: maximum force = 2.13; 5.95; 0.61 eV Å⁻¹, in the order given.